[1]
Below is 3 unconnected molecules or ions with the total composition C3H10O3S at a distorted geometry, with properties calculated with wB97M-V/def2-TZVPD.

Results
Gap between HOMO and LUMO ... 9.88 eV
SMILES ... O=CCCS.O.O
ΔE to the lowest compared entry with this formula, charge and spin ... 1.151 eV
HOMO energy ... -9.4 eV
Total energy ... -744.15964 hartree
LUMO energy ... 0.5 eV
Net charge ... 0

Atoms and positions in Å:
O 2.25 -1.86 -0.99
C 1.20 -1.80 -0.37
C 0.10 -0.75 -0.41
C -0.41 0.00 0.79
S -0.78 1.76 0.43
H 0.85 -2.54 0.45
H -0.68 -1.30 -0.90
H 0.52 0.04 -1.04
H -1.35 -0.39 1.18
H 0.32 0.04 1.55
H 0.27 2.43 0.99
O 2.47 1.08 -0.90
H 2.80 0.18 -0.78
H 3.20 1.65 -1.18
O -3.78 -0.72 0.80
H -3.44 0.21 0.68
H -3.04 -1.29 0.99

---

[2]
Below is a single C21H18N2O4S molecule, with properties calculated with wB97M-V/def2-TZVPD.

Results
Gap between HOMO and LUMO ... 8.17 eV
SMILES ... O=C(O)c1ccc2cc(C(=O)Nc3cccn([C@@H]4CCSC4)c3=O)ccc2c1
ΔE to the lowest compared entry with this formula, charge and spin ... 0.083 eV
HOMO energy ... -8.3 eV
Total energy ... -1619.79473 hartree
LUMO energy ... -0.2 eV
Net charge ... 0

Atoms and positions in Å:
O 3.58 -7.88 0.48
C 3.98 -6.85 -0.01
O 5.05 -6.81 -0.83
C 3.37 -5.51 0.21
C 3.89 -4.35 -0.41
C 3.30 -3.14 -0.18
C 2.16 -3.03 0.66
C 1.53 -1.79 0.91
C 0.44 -1.71 1.72
C -0.17 -0.39 2.07
O -0.25 0.00 3.22
N -0.57 0.34 0.99
C -1.11 1.63 0.99
C -1.35 2.41 2.07
C -1.91 3.70 1.88
C -2.21 4.12 0.63
N -1.97 3.33 -0.46
C -2.30 3.84 -1.80
C -1.52 5.10 -2.18
C -2.13 5.55 -3.50
S -3.93 5.34 -3.32
C -3.79 4.13 -1.97
C -1.42 2.07 -0.36
O -1.20 1.37 -1.35
C -0.06 -2.87 2.37
C 0.53 -4.08 2.14
C 1.65 -4.19 1.28
C 2.28 -5.44 1.03
H 5.36 -7.73 -0.91
H 4.75 -4.42 -1.05
H 3.69 -2.25 -0.65
H 1.93 -0.89 0.44
H -0.50 -0.07 0.07
H -1.11 2.06 3.06
H -2.11 4.35 2.72
H -2.64 5.09 0.43
H -2.02 3.04 -2.48
H -1.65 5.87 -1.43
H -0.46 4.88 -2.28
H -1.91 6.60 -3.71
H -1.77 4.94 -4.33
H -4.34 3.22 -2.23
H -4.23 4.54 -1.06
H -0.89 -2.79 3.04
H 0.14 -4.97 2.62
H 1.90 -6.34 1.49

---

[3]
Below is 3 unconnected molecules or ions with the total composition C2H9NO4 at a distorted geometry, with properties calculated with wB97M-V/def2-TZVPD.

Results
Gap between HOMO and LUMO ... 9.99 eV
SMILES ... NCC(=O)O.O.O
ΔE to the lowest compared entry with this formula, charge and spin ... 1.366 eV
HOMO energy ... -9.9 eV
Total energy ... -437.29719 hartree
LUMO energy ... 0.1 eV
Net charge ... 0

Atoms and positions in Å:
N -0.57 -2.60 -1.46
C 0.47 -1.42 -0.97
C -0.21 -0.17 -0.38
O -0.23 0.81 -1.10
O -0.45 -0.24 0.90
H -1.56 -2.28 -1.20
H -0.71 -2.35 -2.50
H 1.11 -1.16 -1.82
H 1.04 -1.86 -0.14
H -0.80 0.64 1.23
O 2.42 1.84 -1.06
H 1.48 1.64 -1.03
H 2.59 2.00 -0.14
O -1.72 1.56 2.84
H -1.82 1.30 3.78
H -1.03 2.28 3.05

---

[4]
Below is 5 unconnected molecules or ions with the total composition C47H85BrIN8O12S3 at a distorted geometry, with properties calculated with wB97M-V/def2-TZVPD.

Results
Gap between HOMO and LUMO ... 5.08 eV
HOMO energy ... -10.0 eV
Total energy ... -7247.62041 hartree
LUMO energy ... -4.9 eV
Net charge ... +1

Atoms and positions in Å:
C 10.32 -0.52 -2.65
C 8.76 -1.09 -2.78
C 8.33 -1.64 -1.25
N 6.85 -1.41 -1.13
C 6.01 -2.46 -1.91
Br 6.83 -4.02 -2.93
C 4.38 -2.46 -1.98
O 3.59 -3.47 -2.73
C 3.57 -1.26 -1.22
C 1.94 -1.26 -1.32
C 1.13 -0.07 -0.56
S -0.74 -0.08 -0.64
C -1.51 0.32 1.04
C -2.57 1.58 0.78
O -2.36 2.82 1.29
O -3.73 1.26 -0.10
C -4.99 1.73 0.50
C -6.12 0.53 0.27
C -5.73 -0.87 1.10
O -7.48 0.93 0.68
C -8.20 1.40 -0.53
O -8.07 2.70 -0.86
C -9.10 0.44 -1.53
S -8.63 -1.37 -1.46
C 2.02 1.07 0.22
O 1.21 2.15 0.88
N 0.66 2.95 -0.06
O 1.55 3.29 -0.83
C 3.70 1.07 0.30
C 4.31 2.34 1.09
C 4.40 2.02 2.73
C 4.61 0.43 3.07
C 3.24 -0.41 3.37
C 3.73 -1.88 3.99
C 3.69 -3.09 2.86
C 2.19 -3.39 2.25
S 1.12 -4.42 3.45
C -0.05 -3.10 4.18
N -0.88 -2.04 3.45
N -1.51 -1.32 4.47
C -1.09 -1.89 5.81
O -0.16 -3.04 5.66
C 4.51 -0.16 -0.41
C 6.17 -0.27 -0.34
C 7.17 0.71 0.48
C 8.03 1.78 -0.39
C 7.47 2.21 -1.85
I 6.35 4.14 -1.86
H 10.48 0.19 -1.73
H 10.72 -0.08 -3.67
H 10.97 -1.49 -2.44
H 8.81 -1.95 -3.57
H 8.02 -0.28 -3.18
H 8.67 -2.77 -1.08
H 9.03 -1.03 -0.55
H 2.90 -2.98 -3.31
H 1.39 -2.10 -1.94
H -2.15 -0.60 1.45
H -0.71 0.57 1.87
H -5.42 2.69 -0.04
H -4.92 1.97 1.65
H -6.19 0.29 -0.89
H -4.57 -1.04 1.00
H -6.11 -0.83 2.21
H -6.24 -1.79 0.55
H -8.88 0.80 -2.64
H -10.24 0.61 -1.25
H -9.47 -2.15 -2.31
H 5.33 2.77 0.68
H 3.55 3.27 1.03
H 5.16 2.74 3.28
H 3.32 2.31 3.16
H 5.24 0.39 4.09
H 5.24 -0.17 2.29
H 2.73 -0.62 2.33
H 2.52 0.10 4.14
H 3.16 -2.13 4.98
H 4.88 -1.77 4.28
H 4.49 -2.93 2.00
H 4.05 -4.08 3.43
H 2.33 -4.02 1.26
H 1.57 -2.44 1.99
H -1.41 -1.59 6.90
H 7.97 -0.01 1.00
H 6.74 1.27 1.41
H 9.17 1.43 -0.51
H 8.10 2.78 0.26
H 6.85 1.41 -2.43
H 8.42 2.44 -2.53
C -2.15 -0.47 -6.76
C -2.13 -1.44 -5.58
C -1.36 -0.91 -4.35
O 0.06 -0.95 -4.48
C 0.62 0.12 -5.24
N -1.59 -2.73 -6.03
H -1.21 -0.46 -7.31
H -2.93 -0.76 -7.48
H -2.37 0.55 -6.43
H -3.17 -1.59 -5.27
H -1.60 -1.56 -3.50
H -1.69 0.10 -4.08
H 0.06 1.05 -5.09
H 0.65 -0.15 -6.29
H 1.65 0.28 -4.90
H -1.68 -3.41 -5.27
H -0.58 -2.62 -6.14
C 7.65 -9.59 -1.74
C 7.38 -8.10 -1.93
C 6.12 -7.60 -1.18
O 4.88 -7.96 -1.79
C 4.46 -9.29 -1.52
N 7.29 -7.81 -3.37
H 7.00 -10.22 -2.35
H 8.68 -9.82 -2.04
H 7.53 -9.88 -0.69
H 8.24 -7.56 -1.52
H 6.14 -6.50 -1.18
H 6.13 -7.91 -0.12
H 4.74 -9.62 -0.51
H 4.87 -9.97 -2.26
H 3.37 -9.33 -1.61
H 7.22 -6.80 -3.49
H 6.39 -8.16 -3.70
C -11.32 4.48 1.57
C -10.70 4.41 0.18
C -10.00 5.71 -0.26
O -10.90 6.75 -0.66
C -11.47 7.48 0.42
N -11.72 3.99 -0.79
H -12.27 5.03 1.58
H -11.54 3.47 1.94
H -10.64 4.96 2.28
H -9.93 3.62 0.21
H -9.39 5.49 -1.15
H -9.30 6.08 0.50
H -10.78 7.58 1.26
H -12.40 6.99 0.74
H -11.74 8.47 0.05
H -11.28 3.84 -1.69
H -12.33 4.80 -0.95
C -4.34 6.78 4.53
C -4.32 5.76 3.40
C -4.93 4.39 3.79
O -4.09 3.58 4.61
C -4.10 3.93 5.99
N -2.95 5.61 2.91
H -3.55 6.61 5.27
H -4.17 7.79 4.13
H -5.31 6.79 5.05
H -4.93 6.17 2.59
H -5.09 3.82 2.87
H -5.92 4.51 4.25
H -5.08 4.28 6.32
H -3.34 4.69 6.19
H -3.84 3.04 6.57
H -2.95 5.01 2.09
H -2.43 5.06 3.60